Record 1
Entry from the OMol25 dataset: a 14-piece molecular cluster, C41H82Br26N3O8P overall at a distorted geometry (ωB97M-V with the def2-TZVPD basis set).

Positions of all 161 atoms, in Å:
1 C 1.53 0.59 -3.99
2 N 1.01 1.94 -4.21
3 C 0.10 1.98 -5.35
4 C 0.42 2.53 -3.05
5 O 0.69 3.70 -2.73
6 C -0.50 1.64 -2.24
7 C -1.11 2.25 -0.97
8 C -2.02 3.44 -1.31
9 N -3.00 3.24 -2.37
10 N 0.04 2.70 -0.14
11 C -0.02 2.18 1.15
12 O 0.96 2.20 1.91
13 C -1.39 1.60 1.38
14 C -2.27 2.67 2.08
15 O -1.49 3.53 2.90
16 C -1.71 4.90 2.66
17 O -1.46 5.28 1.35
18 C -0.09 5.58 1.08
19 C 0.23 7.03 1.36
20 O -0.41 7.89 0.42
21 C -1.81 1.18 -0.05
22 C -3.35 1.15 -0.11
23 C -1.38 -0.29 -0.35
24 P 0.15 -0.95 0.29
25 O 0.44 -2.28 -0.30
26 O 1.33 0.09 0.02
27 O -0.05 -1.00 1.87
28 H 0.81 -0.19 -4.26
29 H 2.41 0.45 -4.60
30 H 1.84 0.45 -2.96
31 H -0.28 2.99 -5.47
32 H 0.69 1.77 -6.24
33 H -0.69 1.23 -5.25
34 H -1.25 1.21 -2.91
35 H 0.11 0.80 -1.93
36 H -2.55 3.77 -0.42
37 H -1.38 4.27 -1.59
38 H -2.60 3.46 -3.28
39 H -3.34 2.30 -2.42
40 H 0.94 2.45 -0.52
41 H -1.42 0.74 2.04
42 H -2.88 3.24 1.39
43 H -2.96 2.14 2.74
44 H -2.75 5.15 2.88
45 H -1.06 5.42 3.37
46 H 0.58 4.92 1.64
47 H 0.06 5.38 0.03
48 H 1.31 7.14 1.28
49 H -0.10 7.31 2.35
50 H 0.22 8.10 -0.26
51 H -3.69 0.53 0.72
52 H -3.81 2.12 0.01
53 H -3.73 0.67 -1.01
54 H -2.13 -0.93 0.11
55 H -1.39 -0.48 -1.42
56 H 1.64 0.54 0.82
57 H 0.80 -1.19 2.30
58 Br 3.12 -4.83 -2.79
59 C 1.58 -5.21 -1.66
60 C 1.52 -6.66 -1.28
61 Br 0.91 -7.78 -2.75
62 H 0.70 -4.88 -2.21
63 H 1.70 -4.58 -0.79
64 H 0.79 -6.81 -0.48
65 H 2.48 -7.05 -0.97
66 Br -2.93 -3.80 1.41
67 C -1.61 -3.84 2.82
68 C -2.26 -3.73 4.17
69 Br -2.87 -1.92 4.56
70 H -0.93 -3.02 2.63
71 H -1.08 -4.78 2.72
72 H -1.54 -3.95 4.95
73 H -3.13 -4.37 4.27
74 Br -4.93 1.80 -5.71
75 C -6.67 2.55 -5.27
76 C -6.73 4.03 -5.53
77 Br -5.72 5.02 -4.20
78 H -6.85 2.30 -4.23
79 H -7.39 2.03 -5.90
80 H -7.75 4.38 -5.47
81 H -6.31 4.29 -6.50
82 Br -1.55 -7.80 1.68
83 C -0.60 -9.50 1.84
84 C 0.65 -9.34 2.67
85 Br 2.06 -8.48 1.64
86 H -0.39 -9.84 0.84
87 H -1.30 -10.18 2.33
88 H 1.05 -10.31 2.95
89 H 0.49 -8.74 3.55
90 Br 6.72 1.57 -5.23
91 C 5.77 3.24 -4.95
92 C 4.29 3.03 -4.82
93 Br 3.45 2.68 -6.53
94 H 6.03 3.89 -5.77
95 H 6.18 3.66 -4.03
96 H 3.81 3.93 -4.44
97 H 4.04 2.20 -4.17
98 Br 7.60 6.42 -4.79
99 C 8.88 6.24 -3.34
100 C 8.23 6.43 -1.99
101 Br 7.83 8.30 -1.63
102 H 9.66 6.97 -3.52
103 H 9.28 5.24 -3.43
104 H 8.90 6.11 -1.20
105 H 7.29 5.89 -1.91
106 Br 0.58 -6.61 5.00
107 C -0.85 -6.69 6.31
108 C -1.01 -8.08 6.84
109 Br -1.80 -9.17 5.44
110 H -1.75 -6.37 5.80
111 H -0.61 -5.97 7.09
112 H -1.68 -8.11 7.70
113 H -0.06 -8.53 7.11
114 Br -3.60 4.79 -7.47
115 C -2.88 4.47 -9.25
116 C -2.08 3.20 -9.26
117 Br -0.37 3.42 -8.38
118 H -2.30 5.34 -9.52
119 H -3.74 4.39 -9.91
120 H -1.86 2.89 -10.28
121 H -2.59 2.39 -8.75
122 Br 2.85 -4.50 2.63
123 C 4.30 -4.03 3.83
124 C 3.79 -3.54 5.15
125 Br 3.09 -1.73 5.00
126 H 4.90 -3.30 3.31
127 H 4.88 -4.95 3.96
128 H 4.60 -3.48 5.87
129 H 2.99 -4.15 5.54
130 Br 7.22 -5.02 1.35
131 C 8.68 -4.55 2.54
132 C 8.18 -4.05 3.86
133 Br 7.49 -2.23 3.73
134 H 9.28 -3.82 2.02
135 H 9.25 -5.47 2.68
136 H 8.99 -4.00 4.59
137 H 7.37 -4.66 4.26
138 Br -6.77 -7.29 1.88
139 C -5.40 -7.41 3.26
140 C -5.99 -7.37 4.64
141 Br -6.55 -5.57 5.13
142 H -4.70 -6.60 3.08
143 H -4.90 -8.36 3.08
144 H -5.24 -7.66 5.37
145 H -6.86 -8.01 4.74
146 Br -9.21 3.37 0.07
147 C -8.31 5.08 -0.16
148 C -6.97 4.92 -0.82
149 Br -5.64 4.20 0.40
150 H -8.23 5.53 0.83
151 H -8.96 5.68 -0.78
152 H -6.58 5.89 -1.14
153 H -7.00 4.26 -1.68
154 Br 1.94 3.72 6.10
155 C 2.58 2.96 4.43
156 C 3.63 1.90 4.66
157 Br 5.35 2.66 5.15
158 H 2.96 3.79 3.83
159 H 1.71 2.53 3.94
160 H 3.81 1.35 3.74
161 H 3.35 1.22 5.45

Summary:
ΔE to the lowest compared entry with this formula, charge and spin ... 0.4863 eV
Net charge ... 0
Spin multiplicity ... 1
E_tot ... -69643.46968 a.u.
Lowest unoccupied orbital energy ... -0.019 eV
Gap between HOMO and LUMO ... 9.1 eV

Record 2
Entry from the OMol25 dataset: a 5-piece molecular cluster, C41H85N2O15S4 overall at a distorted geometry (ωB97M-V with the def2-TZVPD basis set).

Positions of all 147 atoms, in Å:
1 C -2.34 -3.63 2.02
2 O -0.95 -3.88 2.06
3 C -0.32 -3.02 2.99
4 C -0.42 -1.56 2.60
5 C 0.89 -0.86 2.80
6 C 0.88 0.66 2.69
7 C 0.00 1.28 1.61
8 C 0.84 2.04 0.60
9 C 0.09 3.02 -0.28
10 C -0.94 2.47 -1.23
11 C -0.47 1.47 -2.25
12 C 0.50 2.07 -3.24
13 C 0.74 1.26 -4.52
14 C 0.21 -0.15 -4.53
15 C 0.28 -0.73 -5.92
16 C 1.63 -1.21 -6.37
17 C 1.63 -2.70 -6.05
18 C 2.82 -3.44 -6.62
19 C 3.44 -4.40 -5.64
20 O 4.83 -4.56 -5.90
21 C 5.60 -3.60 -5.29
22 C 5.99 -3.92 -3.91
23 O 5.92 -2.61 -5.86
24 C 0.29 -3.04 -6.67
25 N -0.57 -1.99 -6.01
26 C -1.95 -1.78 -6.57
27 C -3.06 -2.38 -5.76
28 C -4.36 -1.77 -6.25
29 C -4.77 -0.50 -5.52
30 N -5.93 -0.69 -4.69
31 C -6.33 -1.83 -4.04
32 C -7.48 -1.55 -3.37
33 C -7.79 -0.21 -3.61
34 C -6.83 0.29 -4.43
35 H -2.83 -4.54 1.73
36 H -2.72 -3.35 2.99
37 H -2.59 -2.89 1.28
38 H 0.72 -3.29 2.99
39 H -0.77 -3.17 3.96
40 H -0.63 -1.57 1.54
41 H -1.25 -1.06 3.07
42 H 1.21 -1.08 3.81
43 H 1.64 -1.28 2.17
44 H 1.89 0.93 2.45
45 H 0.69 1.11 3.64
46 H -0.67 1.99 2.07
47 H -0.55 0.55 1.04
48 H 1.29 1.27 0.00
49 H 1.64 2.55 1.10
50 H -0.41 3.73 0.36
51 H 0.84 3.55 -0.84
52 H -1.42 3.30 -1.72
53 H -1.72 1.99 -0.67
54 H -1.37 1.12 -2.74
55 H -0.01 0.64 -1.74
56 H 1.43 2.24 -2.73
57 H 0.14 3.03 -3.53
58 H 1.81 1.20 -4.65
59 H 0.37 1.78 -5.38
60 H -0.83 -0.16 -4.25
61 H 0.76 -0.79 -3.86
62 H -0.10 -0.01 -6.62
63 H 1.66 -1.18 -7.45
64 H 2.47 -0.68 -5.96
65 H 1.46 -2.87 -5.01
66 H 2.55 -3.97 -7.52
67 H 3.57 -2.72 -6.87
68 H 2.99 -5.37 -5.72
69 H 3.29 -4.06 -4.63
70 H 6.67 -3.15 -3.60
71 H 5.15 -3.88 -3.25
72 H 6.46 -4.88 -3.85
73 H 0.25 -2.94 -7.74
74 H -0.05 -3.99 -6.31
75 H -0.70 -2.34 -5.07
76 H -2.12 -0.73 -6.66
77 H -1.98 -2.23 -7.54
78 H -2.94 -2.17 -4.71
79 H -3.11 -3.44 -5.90
80 H -5.16 -2.48 -6.20
81 H -4.25 -1.53 -7.29
82 H -3.94 -0.19 -4.89
83 H -4.98 0.30 -6.20
84 H -5.81 -2.75 -4.09
85 H -8.04 -2.21 -2.76
86 H -8.64 0.30 -3.24
87 H -6.76 1.28 -4.80
88 O 1.58 2.46 5.91
89 S 2.75 1.92 6.52
90 O 2.70 0.65 7.17
91 O 3.37 2.99 7.49
92 C 2.51 3.56 8.52
93 C 2.26 2.61 9.67
94 C 4.07 1.91 5.35
95 H 1.57 3.89 8.06
96 H 3.03 4.44 8.86
97 H 1.68 1.75 9.36
98 H 1.71 3.13 10.46
99 H 3.20 2.24 10.08
100 H 4.12 2.88 4.87
101 H 3.83 1.13 4.63
102 H 4.99 1.67 5.87
103 O 0.29 7.84 11.27
104 S 0.57 6.98 12.38
105 O 1.17 5.71 12.16
106 O -0.75 6.80 13.23
107 C -1.94 6.34 12.54
108 C -1.90 4.87 12.21
109 C 1.50 7.85 13.59
110 H -2.10 6.95 11.65
111 H -2.75 6.56 13.23
112 H -1.14 4.64 11.47
113 H -2.87 4.56 11.81
114 H -1.69 4.28 13.10
115 H 1.02 8.81 13.77
116 H 2.49 7.99 13.18
117 H 1.54 7.26 14.49
118 O -3.45 -7.65 2.51
119 S -2.67 -7.80 1.32
120 O -3.24 -7.45 0.05
121 O -2.14 -9.29 1.24
122 C -3.10 -10.36 1.36
123 C -3.93 -10.56 0.11
124 C -1.13 -6.99 1.49
125 H -3.73 -10.18 2.23
126 H -2.51 -11.25 1.57
127 H -4.58 -9.70 -0.08
128 H -4.55 -11.44 0.21
129 H -3.28 -10.68 -0.76
130 H -0.68 -7.27 2.43
131 H -1.33 -5.92 1.47
132 H -0.50 -7.27 0.65
133 O 1.51 5.70 -5.87
134 S 2.59 5.15 -5.11
135 O 2.32 4.59 -3.82
136 O 3.74 6.21 -5.00
137 C 3.41 7.53 -4.49
138 C 3.19 7.55 -2.99
139 C 3.47 3.98 -6.07
140 H 2.54 7.91 -5.03
141 H 4.26 8.15 -4.76
142 H 2.31 6.99 -2.71
143 H 3.06 8.58 -2.66
144 H 4.05 7.12 -2.47
145 H 3.69 4.41 -7.04
146 H 2.83 3.11 -6.18
147 H 4.38 3.71 -5.55

Summary:
Net charge ... +1
Spin multiplicity ... 1
E_tot ... -4443.74019 a.u.
Lowest unoccupied orbital energy ... -2.514 eV
Gap between HOMO and LUMO ... 7.7 eV